1) 13
Properties=species:S:1:pos:R:3 method="wB97M-V/def2-TZVPD" orbital_gap_ha="0.3555 / 0.1842" homo_ev="-14.65 / -14.64" spin_multiplicity=2 charge=+1
O 1.6228 -0.5031 -0.0873
C 1.4412 0.6324 0.3052
C 0.9906 1.8121 -0.4533
H 1.5979 0.9098 1.4121
H 0.2059 2.3113 0.1146
H 0.6177 1.6460 -1.4539
H 1.7966 2.5360 -0.5579
C -1.7868 -0.8522 -0.0060
N -0.7492 -1.6514 0.1515
O -1.8146 0.3841 0.0483
H -2.7185 -1.4056 0.2446
H -0.9607 -2.5944 0.4374
H 0.2251 -1.2376 0.3122

2) 13
Properties=species:S:1:pos:R:3 method="wB97M-V/def2-TZVPD" orbital_gap_ha="0.3459 / 0.2229" homo_ev="-14.84 / -14.78" spin_multiplicity=2 charge=+1
C 1.1785 -2.0923 0.0854
C -0.4612 -1.7424 -1.6940
N 0.3612 -1.3016 -0.8604
H 2.0725 -2.4640 -0.4334
H 1.6257 -1.3252 0.7362
H 0.6889 -2.8243 0.7009
H -0.6124 -2.8135 -1.8462
H -0.6601 -1.1009 -2.5907
H 0.1828 1.8131 -0.2652
O -0.3701 1.0036 -0.0805
C -0.7546 1.6903 1.0689
O -0.1113 2.5982 1.4866
H -1.6068 1.2300 1.5910

1) is preferred energetically. Next in line: 66.6 kJ/mol higher.

1) 40
Properties=species:S:1:pos:R:3 method="wB97M-V/def2-TZVPD" orbital_gap_ha="0.1663 / 0.1662" homo_ev="-7.55 / -7.54" spin_multiplicity=1
Pt -0.4811 0.6544 -0.8852
O 1.4726 -3.5268 2.6641
C 1.6719 -2.4993 3.5352
C 2.0295 -2.7750 4.8537
C 2.2511 -1.7548 5.7604
C 2.1291 -0.4333 5.3567
C 1.7954 -0.1630 4.0426
C 1.5500 -1.1713 3.1110
C 1.1827 -0.7011 1.7298
O 1.4887 0.4520 1.3864
N 0.5103 -1.6082 0.9949
N 0.0231 -1.1746 -0.1807
C -0.1690 -2.1264 -1.0496
C -0.6076 -1.7789 -2.3866
C -0.5700 -2.6683 -3.4524
C -1.0049 -2.2325 -4.6919
C -1.5054 -0.9441 -4.8241
C -1.5050 -0.1089 -3.7229
N -1.0364 -0.5071 -2.5402
H 1.6106 -4.3516 3.1421
H 2.1367 -3.8099 5.1620
H 2.5278 -1.9961 6.7783
H 2.2973 0.3746 6.0553
H 1.7131 0.8583 3.6952
H 0.0535 -3.1450 -0.7642
H -0.1927 -3.6693 -3.3025
H -0.9589 -2.8928 -5.5470
H -1.9000 -0.5820 -5.7617
H -1.9180 0.8876 -3.7721
Te -0.9550 1.8052 1.3903
Te -1.7136 5.4260 3.0479
Te -0.4624 7.2496 1.4869
Te -1.3126 4.2864 0.6288
Cl -2.7769 4.1063 -4.5854
C -1.3619 3.8881 -3.5610
Cl -0.9438 5.4316 -2.7834
Cl -0.0047 3.3441 -4.5625
C -1.6678 2.8552 -2.4224
O -0.5828 2.3919 -1.9043
O -2.8128 2.6088 -2.1215

2) 40
Properties=species:S:1:pos:R:3 method="wB97M-V/def2-TZVPD" orbital_gap_ha=0.1923 homo_ev=-6.77 spin_multiplicity=1
Pt 0.6382 0.0365 -1.2071
O -1.8378 2.3694 3.0737
C -0.5235 2.4002 3.3988
C -0.1176 2.9878 4.5959
C 1.2169 3.0457 4.9452
C 2.1829 2.5164 4.0983
C 1.7868 1.9356 2.9123
C 0.4397 1.8582 2.5360
C 0.1432 1.2135 1.2415
O 1.1834 0.9260 0.5156
N -1.1121 0.9686 0.9093
N -1.1387 0.3806 -0.2964
C -2.1847 -0.0789 -0.8672
C -1.9571 -0.7137 -2.1581
C -2.9606 -1.3315 -2.8832
C -2.6477 -1.9234 -4.0975
C -1.3443 -1.8835 -4.5641
C -0.3807 -1.2579 -3.7937
N -0.6835 -0.6888 -2.6297
H -2.3352 2.8010 3.7770
H -0.8720 3.4049 5.2544
H 1.5024 3.5070 5.8817
H 3.2301 2.5558 4.3625
H 2.5193 1.5174 2.2367
H -3.1620 -0.0162 -0.4047
H -3.9667 -1.3507 -2.4895
H -3.4188 -2.4180 -4.6726
H -1.0649 -2.3372 -5.5030
H 0.6603 -1.2125 -4.0867
Te 3.0784 -0.5885 -2.0461
Te 4.5168 1.7240 -2.0114
Te 2.6050 3.4680 -1.1957
Te 0.6323 2.2895 -2.5201
Cl 2.1448 -5.2252 -0.2054
C 0.7073 -4.2145 -0.0340
Cl 0.3649 -3.9724 1.6777
Cl -0.6891 -5.0167 -0.8026
C 0.9206 -2.8792 -0.8180
O 0.5680 -1.8411 -0.1761
O 1.3559 -2.9564 -1.9538

2) is preferred energetically. Next in line: 227.1 kJ/mol higher.

1) 8
Properties=species:S:1:pos:R:3 method="wB97M-V/def2-TZVPD" orbital_gap_ha="0.3041 / 0.3072" homo_ev="-11.51 / -11.52" spin_multiplicity=1
C -0.9743 -0.9348 0.0499
O -1.9291 -1.5921 0.2928
O -1.3886 -0.0895 -0.8654
O 0.2218 -0.8496 0.5336
O 0.0561 1.1323 -1.1398
Si 0.9635 0.7113 0.1026
H 0.6634 1.4185 1.3391
H 2.3872 0.2038 -0.3128

2) 8
Properties=species:S:1:pos:R:3 method="wB97M-V/def2-TZVPD" smiles="O=[SiH]O.O=C=O" orbital_gap_ha=0.4194 homo_ev=-11.24 spin_multiplicity=1
O 0.9926 0.8947 1.3792
Si 1.5366 0.2698 0.1540
O 0.8427 0.3799 -1.3274
H 2.8044 -0.5013 -0.1999
H 0.1027 0.7610 -1.6089
O -2.2902 0.5239 0.3397
C -2.0629 -0.5997 0.5759
O -1.9259 -1.7283 0.6873

2) is preferred energetically. Next in line: 414.5 kJ/mol higher.

1) 82
Properties=species:S:1:pos:R:3 method="wB97M-V/def2-TZVPD" smiles=OCCO.OCCO.OCCO.OCCO.CO.CO.CO.CO.CO.CO.CO orbital_gap_ha=0.3675 homo_ev=-9.45 spin_multiplicity=1
O -9.6990 -10.7315 17.2255
C -8.6651 -9.9374 17.8070
C -9.0890 -8.5146 17.7323
O -8.1270 -7.6165 18.1873
H -9.1827 -11.2740 16.5670
H -8.5310 -10.1441 18.8534
H -7.7053 -10.0321 17.3050
H -9.9930 -8.2749 18.2749
H -9.3004 -8.3276 16.6703
H -7.4097 -7.3738 17.5372
O -3.1199 -9.5795 12.7057
C -2.6424 -9.7916 13.9915
C -2.9986 -8.5365 14.8898
O -4.4051 -8.4861 14.9948
H -2.5685 -8.9214 12.3051
H -3.0921 -10.6694 14.4125
H -1.5436 -9.9278 14.0528
H -2.6004 -7.6694 14.4624
H -2.5898 -8.7043 15.8700
H -4.7246 -8.3786 14.0802
O -6.4724 -6.9108 16.0357
C -7.4653 -6.6562 15.0119
C -7.7725 -7.8485 14.1308
O -6.6602 -8.0604 13.2135
H -5.5913 -7.2200 15.7309
H -8.3761 -6.4887 15.5773
H -7.1251 -5.7910 14.3809
H -8.6596 -7.5569 13.5768
H -7.8637 -8.7038 14.8375
H -6.9790 -8.7715 12.6227
O -5.3471 -9.3414 11.0891
C -5.1590 -10.4436 10.2716
C -3.7284 -10.4798 9.6703
O -3.4257 -9.4800 8.8075
H -4.6731 -9.5082 11.7846
H -5.3569 -11.3425 10.8776
H -5.8675 -10.5776 9.4584
H -3.6773 -11.4258 9.1163
H -2.9789 -10.4175 10.4897
H -4.1577 -9.0314 8.4013
C -12.1961 -9.6134 15.0155
O -10.8878 -9.9951 14.8732
H -12.6990 -10.1038 15.8338
H -12.2936 -8.4843 15.1907
H -12.6739 -9.8225 14.0333
H -10.4183 -10.0695 15.7151
C -8.7551 -13.5658 11.9753
O -9.2996 -12.4362 12.6886
H -8.6743 -13.1927 10.9739
H -7.8391 -13.8297 12.4114
H -9.3174 -14.4779 11.9731
H -9.9863 -12.7418 13.2875
C -9.9081 -9.1764 10.6761
O -8.8438 -9.7992 11.4529
H -10.8529 -9.0476 11.2420
H -9.6397 -8.1571 10.3384
H -10.2615 -9.7613 9.8678
H -9.1504 -10.7150 11.8042
C -6.4969 -11.3187 15.1317
O -7.8629 -11.7162 15.2834
H -5.9734 -12.1625 14.6814
H -6.4287 -10.4737 14.4129
H -6.1430 -11.1559 16.1498
H -8.2569 -11.9989 14.4349
C -4.3965 -4.4510 13.0824
O -5.6232 -4.4623 12.3753
H -3.6946 -5.1562 12.6225
H -4.0908 -3.3951 13.0802
H -4.5526 -4.7112 14.1811
H -5.9267 -5.3384 12.2580
C -1.6500 -6.6515 10.9642
O -1.2628 -8.0493 11.2266
H -1.1075 -6.3043 10.1210
H -2.6908 -6.5792 10.8534
H -1.3216 -6.0347 11.8686
H -1.6382 -8.5020 10.4705
C -11.3635 -13.1223 16.4228
O -10.8261 -12.7509 15.1074
H -11.8830 -14.0076 16.1709
H -10.5275 -13.4748 17.0255
H -11.9550 -12.3038 16.8281
H -11.0309 -11.8370 14.8975

2) 82
Properties=species:S:1:pos:R:3 method="wB97M-V/def2-TZVPD" smiles=OCCO.OCCO.OCCO.OCCO.CO.CO.CO.CO.CO.CO.CO orbital_gap_ha=0.3563 homo_ev=-9.55 spin_multiplicity=1
O 2.4798 1.4345 -2.3971
C 3.7952 2.0277 -2.2234
C 4.5377 1.4235 -0.9740
O 4.0231 1.7887 0.4106
H 1.9825 1.9639 -3.0248
H 4.2556 1.6317 -3.1286
H 3.9566 3.1057 -2.2283
H 5.5858 1.7224 -0.9858
H 4.4473 0.3512 -1.1479
H 3.1322 1.4319 0.4359
O 0.3747 1.5925 -6.3658
C 0.6436 0.9961 -5.1259
C -0.0431 1.7541 -3.9309
O 0.5988 2.8909 -3.5661
H 0.8230 2.4403 -6.3227
H 0.3949 -0.0648 -5.0992
H 1.7111 1.1239 -4.9463
H 0.0635 1.2203 -2.9865
H -1.0712 2.0607 -4.1235
H 0.1328 3.6365 -3.9516
O -0.5686 -5.2555 2.2719
C -0.0540 -4.0414 1.8390
C 1.2632 -4.4326 1.0893
O 0.7886 -4.5484 -0.2441
H -1.1600 -5.0801 3.0075
H -0.7204 -3.3993 1.2630
H 0.3106 -3.5803 2.7569
H 1.7074 -5.3575 1.4573
H 2.0225 -3.6614 0.9599
H 0.4941 -5.4449 -0.4209
O -2.6338 -0.7561 2.4475
C -2.5649 -1.7207 3.5480
C -2.7104 -1.0268 4.8997
O -4.0613 -0.5902 4.9907
H -3.5304 -0.4133 2.4630
H -3.3178 -2.5087 3.5635
H -1.6456 -2.3064 3.5386
H -1.9046 -0.2931 4.9196
H -2.4831 -1.7136 5.7150
H -4.5947 -0.9885 5.6825
C 0.0728 -0.3368 0.0273
O -1.1576 0.2771 0.3375
H 0.5025 0.0280 -0.9056
H 0.7819 -0.2451 0.8500
H -0.0284 -1.4128 -0.1144
H -1.5174 -0.0278 1.1737
C 1.8285 -2.0797 -2.7784
O 2.1625 -3.3783 -2.4279
H 2.0325 -1.9790 -3.8444
H 0.8327 -1.9189 -2.3654
H 2.4598 -1.3447 -2.2791
H 1.4208 -3.6916 -1.9050
C -3.2468 -1.2732 -2.2724
O -3.0474 -1.8899 -1.0808
H -3.2581 -0.1892 -2.1583
H -2.5306 -1.6602 -2.9973
H -4.2668 -1.3668 -2.6450
H -2.7909 -1.1453 -0.5317
C -1.3823 2.5956 3.9980
O -0.8107 1.4852 3.3973
H -1.2028 3.5216 3.4518
H -2.4711 2.5563 4.0325
H -1.0687 2.6171 5.0417
H -1.4813 0.8296 3.1919
C 2.2002 -1.5202 3.1387
O 3.1700 -0.5650 3.4985
H 1.1395 -1.3555 3.3281
H 2.4201 -1.7245 2.0909
H 2.4695 -2.4102 3.7074
H 2.8846 0.2784 3.1396
C -2.9193 2.3519 -1.3969
O -3.9205 3.3536 -1.1546
H -1.9672 2.6643 -0.9682
H -3.3103 1.5612 -0.7567
H -2.7260 2.0275 -2.4194
H -3.5346 4.1366 -0.7551
C 1.0655 3.6402 -0.4678
O 0.3093 4.7687 0.0778
H 1.9209 3.9141 -1.0853
H 1.6570 3.1545 0.3083
H 0.4390 2.8923 -0.9538
H 0.4085 5.4476 -0.5935

1) is preferred energetically. Next in line: 313.6 kJ/mol higher.

1) 12
Properties=species:S:1:pos:R:3 method="wB97M-V/def2-TZVPD" smiles="O/N=C(/CCl)NO" orbital_gap_ha=0.3604 homo_ev=-9.41 spin_multiplicity=1
O -2.3970 -1.1403 -0.2804
N -0.9380 -1.2157 -0.0966
C -0.2560 -0.1724 0.4002
C 1.1517 -0.5691 0.6800
Cl 2.3907 0.0980 -0.3817
N -0.6655 1.0699 0.5510
O -1.7991 1.4917 -0.1883
H -2.5538 -0.1474 -0.3188
H 1.1422 -1.6535 0.2677
H 1.6055 -0.2701 1.5183
H 0.1778 1.7597 0.1692
H -1.5944 1.3035 -1.0588

2) 12
Properties=species:S:1:pos:R:3 method="wB97M-V/def2-TZVPD" smiles="OC[C@H](Cl)/N=N/O" orbital_gap_ha=0.3868 homo_ev=-10.30 spin_multiplicity=1
O -0.7069 1.3455 1.1732
C -0.7436 1.2013 -0.2253
C -0.6818 -0.2529 -0.7873
Cl -1.8316 -1.2773 0.1532
N 0.6423 -0.7694 -0.7923
N 1.0558 -1.0815 0.3415
O 2.3812 -1.4090 0.3765
H -0.0291 0.7557 1.5267
H -1.6911 1.6388 -0.5484
H 0.0821 1.7560 -0.6969
H -1.0232 -0.2554 -1.8240
H 2.5458 -1.6519 1.3030

2) is preferred energetically. Next in line: 244.3 kJ/mol higher.

1) 9
Properties=species:S:1:pos:R:3 method="wB97M-V/def2-TZVPD" smiles="O=C(O)CS" orbital_gap_ha=0.3556 homo_ev=-9.32 spin_multiplicity=1
O -1.4816 -0.3054 0.2338
C -0.7529 0.2214 -0.5818
O -1.1323 0.5551 -1.8407
C 0.7201 0.4576 -0.2491
S 1.2008 -0.4959 1.2370
H -0.3997 0.9938 -2.2750
H 1.3708 0.1660 -1.0724
H 0.9552 1.5195 -0.1206
H -0.0306 -0.8158 1.5167

2) 9
Properties=species:S:1:pos:R:3 method="wB97M-V/def2-TZVPD" smiles="CC=S(=O)=O" orbital_gap_ha=0.3580 homo_ev=-9.79 spin_multiplicity=1
C -1.2065 0.3491 -0.0739
C -0.0861 -0.6352 -0.2090
S 1.4170 -0.0823 0.0650
O 2.6189 -0.9098 0.0085
O 1.5735 1.3461 0.1403
H -0.6144 1.2339 0.2990
H -1.8876 -0.1138 0.6552
H -1.7193 0.5481 -1.0084
H -0.0955 -1.7363 0.1232

3) 9
Properties=species:S:1:pos:R:3 method="wB97M-V/def2-TZVPD" smiles="O=C(S)CO" orbital_gap_ha=0.3841 homo_ev=-9.94 spin_multiplicity=1
O -1.4154 1.6307 -0.1164
C -0.8973 0.5591 -0.0023
S -1.8525 -0.9494 0.0165
C 0.6242 0.4262 0.1846
O 1.1647 -0.8436 -0.0613
H -0.7998 -1.7388 0.2325
H 1.0750 1.2093 -0.4519
H 0.8520 0.6930 1.2166
H 1.2490 -0.9865 -1.0182

1) is preferred energetically. Next in line: 28.1 kJ/mol higher.